a:
Density functional theory data (the ωB97M-V functional and the def2-TZVPD basis) for one molecule with the formula C5H4FNO.

Its LUMO energy is -0.205 eV. For the highest occupied orbital energy, the calculation gives -8.4 eV. The SMILES is O/C=C1\C=NC(F)=C1.

Element x y z (Å)
O: -2.96 0.13 -0.13
C: -1.88 -0.60 -0.11
C: -0.63 -0.15 0.24
C: -0.12 1.27 0.18
N: 1.19 1.22 -0.07
C: 1.52 -0.12 -0.05
F: 2.82 -0.46 -0.16
C: 0.49 -0.98 0.21
H: -3.89 -0.28 -0.10
H: -2.08 -1.63 -0.32
H: -0.76 2.10 0.06
H: 0.33 -2.10 0.44


b:
Density functional theory data (the ωB97M-V functional and the def2-TZVPD basis) for one molecule with the formula C5H4FNO.

Its LUMO energy is 0.519 eV. For the highest occupied orbital energy, the calculation gives -9.3 eV. The SMILES is C=CO/C=C(/F)C#N.

Element x y z (Å)
C: -2.52 0.58 -0.02
C: -1.50 -0.24 -0.03
O: -0.20 0.18 -0.01
C: 0.81 -0.75 0.02
C: 2.07 -0.37 0.01
F: 3.05 -1.28 -0.02
C: 2.52 1.00 0.00
N: 2.89 2.10 -0.01
H: -2.40 1.69 0.04
H: -3.53 0.23 0.05
H: -1.66 -1.34 -0.04
H: 0.47 -1.79 0.02


Which structure is the least stable? The one labeled b.